# C43H41CoGeIN5O4

A molecular structure, C43H41CoGeIN5O4 (wB97M-V/def2-TZVPD, the Open Molecules 2025 dataset).

Geometry as ORCA input:
```
! wB97M-V def2-TZVPD RIJCOSX def2/J DEFGRID3
* xyz 2 1
Co 0.333 0.483 -0.370
C 2.149 -1.900 -1.298
O 1.719 -1.023 -0.233
C 2.598 -0.768 0.809
C 3.862 -1.299 0.933
C 4.587 -0.982 2.080
C 4.055 -0.169 3.074
C 2.781 0.360 2.938
C 2.071 0.071 1.786
N 0.764 0.532 1.482
N -0.004 0.935 2.372
C -1.327 1.101 2.033
C -1.920 0.302 1.044
O -1.141 -0.578 0.355
C -3.294 0.373 0.809
C -4.059 1.239 1.543
C -3.512 2.045 2.571
C -4.327 2.914 3.332
C -3.780 3.674 4.328
C -2.399 3.595 4.594
C -1.583 2.773 3.862
C -2.128 1.973 2.840
H 3.007 -1.470 -1.811
H 1.307 -1.987 -1.979
H 2.390 -2.871 -0.870
H 4.284 -1.951 0.183
H 5.581 -1.391 2.199
H 4.635 0.049 3.960
H 2.340 0.991 3.698
H -3.729 -0.229 0.024
H -5.119 1.318 1.333
H -5.386 2.966 3.115
H -4.403 4.336 4.913
H -1.976 4.195 5.389
H -0.523 2.730 4.074
C 3.593 0.931 -4.504
C 2.110 0.647 -4.425
N 1.658 0.793 -3.038
C 2.249 1.603 -2.131
N 1.716 1.665 -0.906
C 2.174 2.762 -0.040
C 3.685 2.861 -0.107
C 4.076 3.148 -1.537
N 3.367 2.263 -2.463
C 3.852 2.272 -3.850
H 3.918 0.950 -5.543
H 4.161 0.153 -3.990
H 1.870 -0.364 -4.752
H 1.560 1.343 -5.064
H 0.662 0.675 -2.893
H 1.863 2.569 0.980
H 1.710 3.706 -0.345
H 4.121 1.918 0.233
H 4.056 3.657 0.540
H 5.145 3.007 -1.692
H 3.839 4.184 -1.797
H 4.916 2.494 -3.814
H 3.364 3.077 -4.407
Ge -1.508 -2.483 0.057
C -1.696 -2.651 -1.833
C -0.848 -3.563 -2.471
C -0.946 -3.772 -3.838
C -1.883 -3.060 -4.577
C -2.727 -2.153 -3.953
C -2.642 -1.955 -2.584
C -2.866 -2.891 1.330
C -2.445 -3.318 2.591
C -3.378 -3.672 3.556
C -4.732 -3.612 3.261
C -5.159 -3.207 2.002
C -4.231 -2.851 1.038
H -0.136 -2.983 0.517
H -0.129 -4.140 -1.897
H -0.303 -4.493 -4.324
H -1.960 -3.220 -5.645
H -3.450 -1.594 -4.531
H -3.306 -1.237 -2.119
H -1.389 -3.375 2.829
H -3.049 -4.004 4.531
H -5.459 -3.896 4.010
H -6.216 -3.182 1.770
H -4.579 -2.571 0.050
I -3.795 6.886 1.155
C -3.161 5.187 0.143
C -3.993 4.595 -0.800
C -3.568 3.465 -1.478
C -2.314 2.916 -1.217
C -1.490 3.524 -0.279
C -1.905 4.655 0.405
C -1.930 1.699 -1.991
O -2.612 1.236 -2.868
O -0.779 1.101 -1.646
H -4.965 5.019 -1.012
H -4.199 2.997 -2.221
H -0.501 3.133 -0.088
H -1.256 5.124 1.134
*
```

Summary:
E_LUMO (alpha / beta) ... -6.95 / -7.42 eV
Kohn-Sham gap (alpha / beta) ... 5.89 / 5.42 eV

# C4H6N2O2

A single C4H6N2O2 molecule at a distorted geometry (wB97M-V/def2-TZVPD, the Open Molecules 2025 dataset).

Geometry as ORCA input:
```
! wB97M-V def2-TZVPD RIJCOSX def2/J DEFGRID3
* xyz 0 1
C -2.158 0.154 1.126
C -0.186 1.286 0.080
C 1.006 0.795 -0.487
C -0.186 -1.052 -0.028
H -2.463 1.144 1.230
H -3.079 -0.323 0.674
H -2.020 -0.368 2.177
H -0.566 2.294 0.154
H 2.411 2.254 -0.415
H -1.377 -2.470 0.310
N -0.932 0.105 0.382
N -0.438 -2.311 -0.027
O 2.274 1.291 -0.654
O 0.955 -0.564 -0.692
*
```

Summary:
E_LUMO ... 0.44 eV
SMILES ... [H]/N=c1/oc(O)cn1C
Kohn-Sham gap ... 7.97 eV

# C2H8NOS

2 unconnected molecules or ions with the total composition C2H8NOS at a distorted geometry (wB97M-V/def2-TZVPD, the Open Molecules 2025 dataset).

Geometry as ORCA input:
```
! wB97M-V def2-TZVPD RIJCOSX def2/J DEFGRID3
* xyz -1 1
C 1.560 0.846 1.430
S 2.284 0.037 -0.051
H 0.497 0.982 1.299
H 1.687 0.189 2.303
H 2.067 1.769 1.687
N -1.792 0.019 -0.239
C -1.181 -0.923 -1.208
O -0.062 -0.406 -1.837
H -1.255 0.880 -0.269
H -1.636 -0.345 0.693
H -0.902 -1.828 -0.672
H -1.904 -1.087 -2.013
H 0.638 -0.133 -1.124
*
```

Summary:
E_LUMO ... 4.30 eV
Kohn-Sham gap ... 7.11 eV

# C4H12NO3

2 unconnected molecules or ions with the total composition C4H12NO3 at a distorted geometry (wB97M-V/def2-TZVPD, the Open Molecules 2025 dataset).

Geometry as ORCA input:
```
! wB97M-V def2-TZVPD RIJCOSX def2/J DEFGRID3
* xyz 1 1
C 1.399 1.480 -0.141
C 0.647 -0.587 1.153
C 0.537 -0.372 -1.290
C -0.911 1.016 0.044
N 0.399 0.318 0.000
O -1.274 1.439 -1.041
O -1.425 0.993 1.190
O -2.574 -0.921 -0.202
H 1.429 2.007 0.744
H 2.407 0.980 -0.394
H 1.011 2.106 -1.060
H -0.246 -1.299 1.309
H 1.571 -0.995 1.050
H 0.586 0.023 1.975
H -0.084 -1.242 -1.340
H 0.235 0.343 -2.199
H 1.541 -0.551 -1.353
H -2.596 -0.667 -1.122
H -2.429 1.257 1.287
H -3.482 -1.458 -0.178
*
```

Summary:
E_LUMO ... -3.02 eV
Kohn-Sham gap ... 12.52 eV

# C4H4O

A single C4H4O molecule at a distorted geometry (wB97M-V/def2-TZVPD, the Open Molecules 2025 dataset).

Geometry as ORCA input:
```
! wB97M-V def2-TZVPD RIJCOSX def2/J DEFGRID3
* xyz 0 1
C 0.155 0.505 -2.452
C 0.439 0.481 -1.300
C -0.676 -0.137 1.640
C 0.365 -0.382 0.838
O 0.974 0.642 0.075
H -0.136 0.357 -3.493
H -0.869 -1.015 2.268
H -1.283 0.746 1.608
H 1.030 -1.197 0.816
*
```

Summary:
E_LUMO ... 1.00 eV
SMILES ... C#COC=C
Kohn-Sham gap ... 11.08 eV

# C15H29N6OSSn

A molecular structure, C15H29N6OSSn at a distorted geometry (wB97M-V/def2-TZVPD, the Open Molecules 2025 dataset).

Geometry as ORCA input:
```
! wB97M-V def2-TZVPD RIJCOSX def2/J DEFGRID3
* xyz 0 2
Sn 0.837 -1.015 -0.318
C -0.693 1.188 -2.429
C -1.902 0.358 -2.042
N -1.537 -0.982 -1.438
C -1.824 -2.113 -2.334
C -0.558 -2.996 -2.466
N 0.843 -2.442 -2.144
C 1.596 -1.659 -3.198
C 0.931 -0.335 -3.551
N 0.619 0.484 -2.409
H -0.852 1.868 -3.368
H -0.597 1.982 -1.672
H -2.360 0.935 -1.203
H -2.623 0.148 -2.867
H -1.969 -1.037 -0.467
H -2.570 -2.720 -1.815
H -2.172 -1.786 -3.309
H -0.651 -3.904 -1.822
H -0.568 -3.295 -3.548
H 1.385 -3.172 -1.800
H 2.625 -1.538 -2.762
H 1.889 -2.371 -4.070
H 1.560 0.248 -4.245
H 0.014 -0.450 -4.078
H 1.421 1.124 -2.321
N -2.324 -1.676 3.427
C -1.532 -1.578 2.354
O -1.904 -0.986 1.309
C -0.050 -2.021 2.533
C 0.652 -2.536 1.245
H -3.149 -1.143 3.399
H -2.100 -2.146 4.308
H -0.140 -2.875 3.193
H 0.534 -1.258 3.042
H 0.237 -3.378 0.758
H 1.695 -2.758 1.315
C -1.891 3.130 3.008
C -0.488 2.980 2.700
C 0.525 3.957 2.519
C 1.688 3.227 2.134
N 1.404 1.881 2.131
N 0.106 1.780 2.391
C 2.958 3.667 1.560
H -2.420 3.599 2.182
H -1.918 3.843 3.849
H -2.259 2.116 3.232
H 0.467 5.034 2.631
H -0.298 0.840 2.393
H 3.801 3.721 2.212
H 2.872 4.752 1.225
H 3.291 3.000 0.709
S 4.442 -0.962 0.237
C 2.959 -0.727 -0.321
*
```

Summary:
<S²> ... 0.761
E_LUMO (alpha / beta) ... 0.50 / 0.49 eV
Kohn-Sham gap (alpha / beta) ... 5.11 / 5.09 eV

# C60H126F3O34P7S

13 unconnected molecules or ions with the total composition C60H126F3O34P7S at a distorted geometry (wB97M-V/def2-TZVPD, the Open Molecules 2025 dataset).

Geometry as ORCA input:
```
! wB97M-V def2-TZVPD RIJCOSX def2/J DEFGRID3
* xyz 0 1
O 0.078 -4.214 5.409
H -0.640 -4.855 5.475
H -0.165 -3.498 5.968
H 0.288 -3.676 3.875
O -0.706 -0.277 -0.014
H -0.665 0.715 0.010
H -1.531 -0.812 0.015
H -0.072 -0.736 0.590
S -0.043 -1.809 2.981
O -1.493 -1.340 2.869
O 0.643 -1.637 1.659
O 0.576 -1.226 4.172
O -0.062 -3.418 3.021
F -2.902 2.291 -3.861
C -1.894 1.419 -4.164
C -0.753 1.454 -3.373
C 0.313 0.605 -3.732
C 0.184 -0.273 -4.784
C -1.001 -0.377 -5.476
C -2.057 0.498 -5.201
H -0.691 2.061 -2.478
H 1.152 0.669 -3.089
H 1.067 -0.843 -5.050
H -1.127 -1.098 -6.263
H -3.000 0.439 -5.735
F -6.943 -0.186 1.517
C -5.929 0.690 1.828
C -4.728 0.613 1.149
C -3.793 1.587 1.433
C -4.053 2.551 2.345
C -5.271 2.605 3.011
C -6.245 1.666 2.751
H -4.449 -0.141 0.446
H -2.891 1.605 0.851
H -3.317 3.318 2.586
H -5.436 3.311 3.866
H -7.178 1.607 3.235
F 4.782 -4.066 0.529
C 4.526 -4.054 1.872
C 3.292 -3.646 2.288
C 3.059 -3.578 3.664
C 4.065 -3.948 4.573
C 5.333 -4.357 4.065
C 5.561 -4.469 2.728
H 2.526 -3.313 1.592
H 2.120 -3.175 4.032
H 3.864 -3.930 5.634
H 6.056 -4.667 4.828
H 6.500 -4.736 2.277
C 7.115 -1.158 -0.950
C 7.189 -1.771 0.416
O 6.020 -1.270 1.283
P 5.795 0.249 1.634
O 5.636 1.246 0.569
O 4.678 0.134 2.707
C 3.289 -0.089 2.244
C 2.595 1.149 1.758
O 7.074 0.702 2.520
C 7.260 0.133 3.871
C 7.657 -1.332 3.947
H 7.993 -1.483 -1.485
H 6.161 -1.402 -1.423
H 7.164 -0.045 -0.914
H 7.098 -2.853 0.446
H 8.089 -1.358 0.887
H 3.436 -0.895 1.500
H 2.701 -0.520 3.077
H 1.527 0.919 1.683
H 2.701 1.947 2.483
H 3.067 1.480 0.833
H 8.043 0.763 4.304
H 6.342 0.383 4.414
H 6.900 -2.026 3.602
H 8.485 -1.486 3.227
H 8.032 -1.589 4.933
C -6.848 1.241 -1.499
C -6.477 -0.040 -2.177
O -5.746 0.108 -3.412
P -6.518 0.224 -4.786
O -7.875 0.784 -4.684
O -5.560 0.971 -5.805
C -5.518 2.419 -5.939
C -5.106 2.830 -7.382
O -6.507 -1.298 -5.257
C -7.583 -1.841 -6.020
C -7.949 -3.245 -5.585
H -5.994 1.816 -1.172
H -7.300 1.993 -2.166
H -7.501 1.054 -0.634
H -5.757 -0.632 -1.650
H -7.367 -0.616 -2.451
H -6.482 2.847 -5.738
H -4.772 2.818 -5.290
H -5.647 2.195 -8.109
H -5.556 3.837 -7.511
H -4.022 2.834 -7.538
H -8.414 -1.162 -5.884
H -7.227 -1.801 -7.073
H -8.756 -3.616 -6.211
H -7.132 -3.959 -5.748
H -8.387 -3.340 -4.597
C -4.590 -2.279 11.222
C -3.681 -2.392 10.023
O -4.447 -3.078 9.001
P -3.779 -3.329 7.554
O -2.435 -3.902 7.507
O -4.768 -4.273 6.810
C -6.164 -3.955 6.751
C -6.735 -4.576 5.458
O -3.982 -1.898 6.912
C -3.510 -1.637 5.554
C -4.399 -0.628 4.919
H -5.341 -1.503 11.038
H -5.057 -3.228 11.441
H -4.071 -2.049 12.140
H -3.301 -1.410 9.687
H -2.791 -3.020 10.274
H -6.667 -4.351 7.646
H -6.319 -2.866 6.757
H -6.412 -5.638 5.379
H -7.834 -4.547 5.538
H -6.440 -4.039 4.558
H -2.462 -1.333 5.660
H -3.583 -2.604 5.049
H -5.449 -0.922 4.829
H -4.323 0.380 5.363
H -4.067 -0.497 3.884
C 7.351 -1.501 -6.360
C 6.439 -2.183 -5.291
O 5.779 -1.181 -4.516
P 4.248 -1.247 -4.294
O 3.401 -1.783 -5.420
O 4.158 -2.006 -2.940
C 2.829 -2.268 -2.406
C 2.679 -1.840 -0.956
O 3.946 0.256 -3.906
C 3.620 1.230 -4.971
C 4.764 2.160 -5.199
H 7.885 -2.213 -6.954
H 6.746 -0.773 -6.982
H 8.121 -0.923 -5.835
H 5.681 -2.731 -5.863
H 7.072 -2.768 -4.590
H 2.014 -1.778 -2.984
H 2.687 -3.320 -2.624
H 3.511 -2.251 -0.362
H 2.673 -0.741 -0.954
H 1.781 -2.301 -0.517
H 3.450 0.603 -5.837
H 2.681 1.723 -4.689
H 4.529 2.762 -6.060
H 4.926 2.787 -4.294
H 5.680 1.607 -5.406
C -3.542 3.888 -1.094
C -2.234 4.635 -1.163
O -1.555 4.627 0.137
P -0.493 3.555 0.667
O -0.614 2.256 0.060
O 0.895 4.147 0.407
C 1.310 5.615 0.523
C 1.046 6.285 -0.791
O -0.810 3.737 2.238
C 0.005 3.154 3.367
C -0.413 1.706 3.571
H -4.109 3.974 -1.995
H -3.386 2.833 -0.876
H -4.148 4.238 -0.248
H -1.546 4.250 -1.934
H -2.481 5.685 -1.241
H 0.715 5.977 1.359
H 2.375 5.580 0.786
H 1.432 7.298 -0.905
H 1.580 5.651 -1.478
H -0.029 6.279 -1.004
H 1.048 3.239 3.045
H -0.272 3.767 4.245
H -1.507 1.678 3.790
H -0.281 1.250 2.581
H 0.115 1.091 4.297
C -3.414 -3.137 -4.976
C -3.129 -2.310 -3.721
O -3.793 -3.042 -2.576
P -3.087 -2.952 -1.208
O -2.853 -1.628 -0.645
O -4.080 -3.733 -0.288
C -4.464 -3.340 1.001
C -5.951 -3.477 1.107
O -1.783 -3.843 -1.270
C -0.965 -4.072 -0.121
C 0.151 -4.864 -0.646
H -3.054 -2.491 -5.788
H -2.854 -4.067 -4.935
H -4.492 -3.296 -5.105
H -2.032 -2.197 -3.632
H -3.557 -1.289 -3.761
H -3.970 -3.945 1.750
H -4.217 -2.310 1.182
H -6.303 -4.517 1.060
H -6.349 -2.976 2.013
H -6.363 -2.995 0.229
H -0.685 -3.160 0.356
H -1.518 -4.627 0.646
H 0.801 -5.221 0.132
H -0.254 -5.753 -1.115
H 0.751 -4.272 -1.370
C 2.565 2.371 -1.698
C 3.575 3.248 -1.034
O 3.952 4.353 -1.950
P 4.784 5.537 -1.336
O 4.161 6.268 -0.201
O 6.174 4.898 -0.946
C 6.489 4.588 0.458
C 7.352 5.681 0.999
O 5.186 6.466 -2.545
C 5.903 5.973 -3.694
C 7.322 6.536 -3.718
H 2.986 1.834 -2.530
H 2.189 1.698 -0.956
H 1.667 2.916 -2.027
H 3.062 3.716 -0.172
H 4.505 2.691 -0.809
H 5.537 4.627 0.952
H 6.895 3.584 0.446
H 6.865 6.637 0.832
H 7.490 5.534 2.077
H 8.354 5.650 0.553
H 5.957 4.875 -3.637
H 5.309 6.094 -4.596
H 7.755 6.362 -2.731
H 7.978 6.014 -4.440
H 7.302 7.626 -3.872
*
```

Summary:
E_LUMO ... 0.67 eV
Kohn-Sham gap ... 9.59 eV

# C16H18N2O3S

2 unconnected molecules or ions with the total composition C16H18N2O3S at a distorted geometry (wB97M-V/def2-TZVPD, the Open Molecules 2025 dataset).

Geometry as ORCA input:
```
! wB97M-V def2-TZVPD RIJCOSX def2/J DEFGRID3
* xyz 0 1
C -5.584 -0.398 -0.308
C -4.118 -0.444 0.260
O -3.905 0.034 1.363
N -3.256 -0.975 -0.600
C -1.920 -1.272 -0.496
C -1.434 -1.029 0.973
C -0.101 -1.190 1.242
C 0.765 -1.310 -0.142
C 0.180 -1.498 -1.365
C -1.094 -1.461 -1.441
H -1.634 -1.362 -2.389
H 0.785 -1.652 -2.198
S 2.589 -1.511 0.052
O 3.172 -1.513 -1.077
O 2.923 -2.149 1.165
N 2.889 0.200 0.698
H 2.793 0.272 1.591
C 2.574 1.225 -0.287
C 1.265 1.805 -0.324
C 0.597 2.139 1.079
C -0.752 2.442 0.979
C -1.642 2.515 0.109
C -1.004 2.160 -1.214
C 0.272 1.738 -1.202
H 0.738 1.562 -2.574
H -1.543 2.053 -2.159
H -2.555 2.502 0.040
H -1.072 2.902 1.994
H 1.177 2.084 1.952
C 3.578 2.438 -0.108
H 3.352 3.336 -0.992
H 3.360 2.901 0.672
H 4.608 2.193 -0.240
H 2.769 0.704 -1.373
H 0.412 -1.021 2.051
H -1.967 -0.509 1.801
H -3.581 -1.168 -1.684
H -5.614 0.259 -1.009
H -5.954 -1.356 -0.675
H -6.476 0.125 0.408
*
```

Summary:
E_LUMO ... 0.13 eV
Kohn-Sham gap ... 8.66 eV

# C4H9N2

A gas-phase ion, C4H9N2 (charge +1) at a distorted geometry (wB97M-V/def2-TZVPD, the Open Molecules 2025 dataset).

Geometry as ORCA input:
```
! wB97M-V def2-TZVPD RIJCOSX def2/J DEFGRID3
* xyz 1 1
C -1.960 -0.043 -0.062
C -0.143 -1.306 0.425
C 0.031 0.297 -1.358
C -0.127 1.162 0.945
N -3.239 -0.093 0.056
N -0.564 0.046 -0.104
H 0.810 -1.119 0.805
H -0.771 -1.631 1.221
H -0.345 -2.097 -0.374
H 1.034 -0.194 -1.245
H -0.645 0.022 -2.121
H 0.245 1.300 -1.606
H 0.874 1.116 1.191
H -0.348 2.131 0.528
H -0.734 0.952 1.802
*
```

Summary:
E_LUMO ... -3.77 eV
SMILES ... C[N+](C)(C)C#N
Kohn-Sham gap ... 12.80 eV